The following is a quantum chemistry calculation of a molecular structure, C4H7NS2, from OMol25.

Output
HOMO ... -8.263 eV
Total charge ... 0
HOMO-LUMO gap ... 8.16 eV
DFT total energy ... -1007.6411 hartree

Geometry as XYZ:
```
14
C4H7NS2 | OMol25 | wB97M-V/def2-TZVPD
C -2.9325 -0.9587 0.1726
C -1.6746 -0.1922 -0.1551
C -0.5463 -0.8288 -0.1015
C 0.7175 -0.1456 -0.1088
H -3.0178 -0.6026 1.4462
H -3.8623 -0.9171 -0.4399
H -2.7338 -1.9346 0.4131
H -0.9148 1.8097 -0.4285
H -2.6674 1.8342 -0.2278
H -0.7827 -1.8774 -0.2476
H 1.7849 -2.4069 -0.3119
N -1.7625 1.1546 -0.1818
S 2.1488 -0.9709 0.0113
S 1.0479 1.5186 0.1278
```

=====

The following is a quantum chemistry calculation of a molecular structure, C25H52BCl2F3N6O5PS, from OMol25.

Output
HOMO ... -10.199 eV
Total charge ... +1
HOMO-LUMO gap ... 6.73 eV
DFT total energy ... -3672.5195 hartree

Geometry as XYZ:
```
96
C25H52BCl2F3N6O5PS | OMol25 | wB97M-V/def2-TZVPD
C 3.4559 5.8522 -2.2798
C 2.2842 5.3766 -1.2551
C 2.5518 3.8227 -0.9596
C 1.4604 3.1902 0.0681
N 0.4153 2.3664 -0.6147
N 0.4722 0.9891 -0.2190
C 1.1153 0.3524 -1.3548
N 2.4247 0.2107 -1.3952
C 3.3896 0.5926 -0.3367
C 4.5219 -0.5690 -0.3159
C 4.2194 -1.7137 0.7755
C 5.6557 -2.1084 1.4159
C 5.5154 -3.5430 2.1157
O 6.5587 -4.4267 1.6374
C 5.9050 -5.6121 1.0868
N 0.3248 -0.0853 -2.5056
C -0.3977 -1.3170 -1.9703
S 0.9135 -2.5925 -1.6864
B -1.2783 -1.8419 -3.2667
O -1.6179 -0.9862 -4.3671
O -1.7028 -3.2156 -3.3606
C -1.3048 -0.9374 -0.7113
Cl -3.0021 -0.7215 -1.4762
C -1.5740 -2.1728 0.2964
F -2.7927 -2.0244 0.9996
F -0.5012 -2.4468 1.1332
F -1.8085 -3.3761 -0.4102
C -0.9695 0.4733 0.0191
Cl -2.0247 1.7716 -0.8753
P -1.2232 0.5472 1.8703
C -0.0769 1.6783 2.8159
C 1.3740 0.9709 2.9853
C -2.9365 0.7164 2.5413
C -4.1795 0.8709 1.5703
H 3.0035 6.1143 -3.2853
H 4.0651 6.7066 -1.8291
H 4.1766 4.9879 -2.4156
H 2.4164 6.0066 -0.3088
H 1.3020 5.5734 -1.7808
H 3.5624 3.7935 -0.4134
H 2.6904 3.1962 -1.8969
H 0.9190 4.1006 0.5011
H 2.0634 2.6447 0.8516
H 0.6911 2.3982 -1.6175
H 2.7912 -0.2264 -2.2588
H 2.9457 0.7278 0.6913
H 3.9334 1.5270 -0.7163
H 5.5600 -0.1387 -0.1630
H 4.5161 -1.1019 -1.3340
H 3.7048 -2.6314 0.3258
H 3.5727 -1.2360 1.5759
H 5.9405 -1.3230 2.1879
H 6.4467 -2.1414 0.5897
H 4.4840 -3.9575 1.8412
H 5.5451 -3.3807 3.2398
H 5.1174 -6.0263 1.8069
H 6.7170 -6.4046 1.0119
H 5.4343 -5.3679 0.0760
H -0.3437 0.6250 -2.8379
H 0.8469 -3.4174 -2.8040
H -2.4823 -1.3193 -4.6900
H -2.0484 -3.3952 -4.2624
H -0.4861 1.7308 3.8883
H -0.0174 2.7580 2.4683
H 1.3666 0.4244 3.9938
H 2.2178 1.7236 3.0362
H 1.5034 0.1633 2.2019
H -2.9675 1.6150 3.2582
H -3.1578 -0.1838 3.2171
H -5.1058 0.9872 2.2408
H -4.4017 -0.0096 0.8992
H -4.1746 1.8260 0.9363
C -4.1880 -5.0031 -1.8161
C -4.6802 -5.3004 -3.2081
O -4.2006 -4.7623 -4.2000
N -5.6898 -6.1980 -3.3424
C -6.3807 -6.9319 -2.3021
H -3.3844 -4.2723 -1.8653
H -4.9989 -4.5886 -1.2138
H -3.8020 -5.9136 -1.3539
H -5.9683 -6.3480 -4.3018
H -6.2547 -7.9999 -2.4903
H -7.4429 -6.6842 -2.3513
H -6.0021 -6.6948 -1.3108
C -1.9100 6.4582 2.5634
C -1.8473 4.9959 2.2061
O -0.7981 4.4460 1.8796
N -3.0003 4.2840 2.2533
C -4.3262 4.7466 2.6111
H -0.9162 6.8950 2.4807
H -2.5777 6.9818 1.8770
H -2.2569 6.5767 3.5914
H -2.8827 3.3123 2.0007
H -4.6753 4.1666 3.4678
H -4.9936 4.5702 1.7653
H -4.3387 5.8039 2.8641
```

=====

The following is a quantum chemistry calculation of a molecular structure, C35H50AsBrHfN5O8P3S, from OMol25.

Output
HOMO ... -12.687 eV
Total charge ... +2
HOMO-LUMO gap ... 7.42 eV
DFT total energy ... -8519.4292 hartree

Geometry as XYZ:
```
105
C35H50AsBrHfN5O8P3S | OMol25 | wB97M-V/def2-TZVPD
Hf -0.0106 -0.0897 0.0901
C -2.5991 -5.3048 1.4519
N -2.3748 -3.8565 1.5408
C -3.0699 -3.2099 2.6674
P -0.9207 -3.2699 1.0907
O -0.9631 -1.7722 1.1228
O -0.7103 -3.8109 -0.4005
P -0.4984 -2.9952 -1.7896
O 0.0484 -1.6288 -1.4152
N 0.5565 -3.7793 -2.7191
C 0.2282 -5.1079 -3.2513
C 1.9855 -3.4609 -2.7493
N -1.9368 -3.0980 -2.5108
C -2.0602 -2.8320 -3.9523
C -3.2248 -3.2178 -1.8268
N 0.3844 -3.8441 1.8834
C 0.9797 -5.1494 1.5858
C 0.5291 -3.4275 3.2839
H -3.6638 -5.4839 1.3050
H -2.2869 -5.8213 2.3634
H -2.0629 -5.7255 0.6024
H -4.1406 -3.3653 2.5457
H -2.8797 -2.1389 2.6666
H -2.7641 -3.6399 3.6251
H -0.8452 -5.2761 -3.2365
H 0.7171 -5.8891 -2.6655
H 0.5785 -5.1762 -4.2809
H 2.1620 -2.4496 -2.3993
H 2.3385 -3.5442 -3.7774
H 2.5518 -4.1648 -2.1331
H -1.0802 -2.7020 -4.4043
H -2.6477 -1.9283 -4.1144
H -2.5624 -3.6743 -4.4309
H -3.8082 -2.3087 -1.9794
H -3.0944 -3.3871 -0.7610
H -3.7765 -4.0580 -2.2527
H 0.8851 -5.3790 0.5277
H 0.5200 -5.9504 2.1699
H 2.0409 -5.1067 1.8332
H 0.0573 -2.4586 3.4468
H 1.5921 -3.3388 3.5146
H 0.0889 -4.1553 3.9702
Br 3.1096 -2.2387 0.5637
C 2.7189 -1.0438 1.9614
C 3.6019 -0.9206 3.0169
C 3.2343 -0.1223 4.0885
C 1.9809 0.4695 4.0909
C 1.1772 0.3095 2.9850
N 1.5565 -0.3932 1.8947
C -0.2548 0.8045 2.9721
O -0.8013 1.0774 4.0062
O -0.7780 0.7991 1.7762
H 4.5411 -1.4538 2.9965
H 3.9059 0.0023 4.9277
H 1.6006 1.0360 4.9291
S 0.3762 2.2978 -0.5614
C -1.1158 3.2615 -0.4870
C -0.9799 4.6467 -0.4239
C -2.0983 5.4609 -0.4807
C -3.3669 4.9086 -0.6157
C -3.5075 3.5334 -0.6726
C -2.3885 2.7081 -0.5973
As -2.5969 0.7982 -0.6242
C -3.8807 0.4516 0.7785
C -4.0610 1.3763 1.8009
C -4.9585 1.1089 2.8245
C -5.6848 -0.0740 2.8265
C -5.4934 -1.0058 1.8156
C -4.5812 -0.7521 0.8021
C -3.5173 0.4919 -2.2988
C -2.7560 0.6678 -3.4515
C -3.3483 0.5522 -4.6999
C -4.6997 0.2465 -4.7993
C -5.4588 0.0725 -3.6493
C -4.8725 0.2031 -2.3965
H 0.0078 5.0810 -0.3399
H -1.9776 6.5349 -0.4299
H -4.2379 5.5467 -0.6758
H -4.4937 3.0939 -0.7711
H -3.4978 2.3000 1.8103
H -5.0914 1.8299 3.6198
H -6.3982 -0.2698 3.6161
H -6.0617 -1.9278 1.8140
H -4.4253 -1.4920 0.0270
H -1.7005 0.9112 -3.3757
H -2.7584 0.7068 -5.5944
H -5.1639 0.1584 -5.7726
H -6.5160 -0.1460 -3.7248
H -5.4803 0.1029 -1.5079
C 4.4970 -0.5290 -2.9853
O 3.4886 -0.6609 -1.9571
P 2.4256 0.5010 -1.6905
O 1.9243 0.7326 -3.1899
C 1.4263 1.9613 -3.7507
O 3.3150 1.8139 -1.4640
C 3.8813 2.0740 -0.1712
H 4.9968 0.4344 -2.9067
H 4.0412 -0.6267 -3.9678
H 5.2104 -1.3303 -2.8175
H 1.3806 1.8015 -4.8242
H 2.1065 2.7796 -3.5259
H 0.4401 2.1914 -3.3571
H 4.2419 3.0975 -0.1877
H 4.7136 1.3954 0.0214
H 3.1246 1.9751 0.6102
```

=====

The following is a quantum chemistry calculation of 9 unconnected molecules or ions with the total composition C80H83BrNO7PS, from OMol25.

Output
HOMO ... -8.525 eV
SMILES ... CCC(=O)OCCc1c2c(c([PH2]=O)c(S)c1[C@H](Br)CC)C(=O)c1c(COO)cc(CCN)c(Cc3ccccc3)c1C2=O.c1ccccc1.c1ccccc1.c1ccccc1.c1ccccc1.c1ccccc1.c1ccccc1.c1ccccc1.c1ccccc1
Total charge ... 0
HOMO-LUMO gap ... 6.40 eV
DFT total energy ... -6991.9082 hartree

Geometry as XYZ:
```
174
C80H83BrNO7PS | OMol25 | wB97M-V/def2-TZVPD
C -4.5307 1.0253 -1.7859
C -4.7112 -0.6345 -1.6939
C -5.4645 -0.8883 -0.2224
O -6.7277 -1.3187 -0.2685
O -4.6864 -0.5679 0.9843
C -5.0528 -1.4140 2.1306
C -4.5639 -0.5681 3.4882
C -3.2059 -1.1748 4.1779
C -1.7738 -0.3439 4.1218
C -0.4205 -0.9716 4.8756
C -0.5558 -2.4227 5.6285
P 0.9454 -3.2739 6.4819
O 0.6206 -3.5031 8.0440
C -1.9958 -3.2648 5.6710
S -2.0006 -4.9580 6.5568
C -3.3762 -2.6436 4.9595
C -4.8028 -3.4668 5.0484
Br -5.4278 -3.7638 6.9630
C -4.7608 -4.9609 4.3576
C -6.3471 -5.4000 4.0792
C 0.9997 -0.1055 4.7837
O 1.8803 -0.0042 5.8030
C 1.2316 0.6835 3.3274
C 2.7000 0.8438 2.6034
C 4.0888 0.2203 3.2671
O 4.2759 -1.1253 2.7015
O 4.2433 -2.0518 3.6404
C 2.8143 1.6880 1.1736
C 1.4978 2.3783 0.4182
C 1.7993 3.2171 -0.9577
C 1.3994 2.4430 -2.3470
N 2.5319 1.5288 -2.8600
C 0.0338 2.1872 1.1435
C -1.2694 2.8842 0.4118
C -1.5345 4.3554 1.0914
C -0.7969 4.8613 2.4942
C -1.0892 6.3493 3.1855
C -2.1437 7.4019 2.4993
C -2.8815 6.9232 1.1060
C -2.5815 5.4535 0.4043
C -0.1083 1.3412 2.5747
C -1.5491 1.1004 3.3584
O -2.4113 2.1216 3.3409
H -3.5818 1.3296 -1.1325
H -5.4594 1.5046 -1.2106
H -4.4655 1.4176 -2.8876
H -3.6575 -1.1707 -1.7499
H -5.4350 -1.0391 -2.5407
H -6.2034 -1.5853 2.2744
H -4.5397 -2.4663 2.1552
H -5.4034 -0.5855 4.3361
H -4.4881 0.5529 3.1445
H 2.1774 -2.5318 6.3854
H 1.1252 -4.5681 5.8101
H -2.0251 -5.8695 5.4526
H -5.7111 -2.8906 4.5306
H -4.1259 -4.9547 3.3513
H -4.3283 -5.7990 5.0611
H -6.7423 -5.7890 5.1222
H -6.4308 -6.3152 3.3214
H -6.9937 -4.5000 3.7011
H 4.9819 0.8991 2.8768
H 4.1119 0.2770 4.4356
H 3.7621 -2.8235 3.1761
H 3.8940 1.7852 0.7234
H 1.1524 4.2171 -0.8885
H 2.9479 3.5229 -1.0692
H 0.3564 1.9034 -2.3286
H 1.3060 3.2907 -3.1823
H 2.7304 0.7678 -2.1697
H 2.2957 1.1376 -3.7980
H -1.0046 3.0444 -0.7355
H -2.2339 2.1839 0.4052
H -0.0377 4.1753 3.1053
H -0.5367 6.6540 4.1713
H -2.3699 8.4519 2.9734
H -3.6512 7.6858 0.6163
H -3.1042 5.1509 -0.6078
C 0.0373 8.5606 -3.2754
C 0.0509 7.9214 -4.5148
C -0.1733 6.5472 -4.5941
C -0.4213 5.8133 -3.4338
C -0.4386 6.4532 -2.1948
C -0.2051 7.8258 -2.1146
H 0.2155 9.6309 -3.2137
H 0.2373 8.4945 -5.4196
H -0.1560 6.0483 -5.5592
H -0.6009 4.7433 -3.4959
H -0.6334 5.8814 -1.2908
H -0.2132 8.3231 -1.1486
C 6.2066 1.5434 -4.7035
C 7.5068 1.2882 -5.1384
C 8.2826 0.3258 -4.4929
C 7.7541 -0.3890 -3.4176
C 6.4526 -0.1364 -2.9851
C 5.6800 0.8326 -3.6248
H 5.6035 2.2959 -5.2047
H 7.9161 1.8404 -5.9807
H 9.2980 0.1319 -4.8277
H 8.3569 -1.1425 -2.9175
H 6.0403 -0.6947 -2.1482
H 4.6680 1.0330 -3.2841
C 4.9635 -6.0932 7.2103
C 4.2911 -4.9015 6.9413
C 4.6933 -4.0984 5.8745
C 5.7628 -4.4924 5.0699
C 6.4328 -5.6861 5.3366
C 6.0364 -6.4846 6.4091
H 4.6519 -6.7172 8.0439
H 3.4533 -4.5979 7.5641
H 4.1734 -3.1665 5.6693
H 6.0732 -3.8691 4.2355
H 7.2652 -5.9938 4.7085
H 6.5621 -7.4117 6.6200
C -4.5856 -4.5319 -0.5917
C -4.0074 -5.6988 -1.0906
C -4.7751 -6.8549 -1.2277
C -6.1249 -6.8413 -0.8748
C -6.7039 -5.6733 -0.3794
C -5.9338 -4.5197 -0.2336
H -3.9861 -3.6320 -0.4818
H -2.9574 -5.7074 -1.3720
H -4.3227 -7.7658 -1.6101
H -6.7245 -7.7408 -0.9861
H -7.7562 -5.6624 -0.1060
H -6.3839 -3.6115 0.1575
C -2.0449 4.3562 -9.9520
C -2.3119 5.2832 -8.9449
C -1.2649 5.8284 -8.2024
C 0.0513 5.4535 -8.4739
C 0.3185 4.5293 -9.4835
C -0.7293 3.9771 -10.2198
H -2.8614 3.9290 -10.5282
H -3.3369 5.5805 -8.7381
H -1.4738 6.5457 -7.4133
H 0.8677 5.8820 -7.8986
H 1.3444 4.2385 -9.6960
H -0.5211 3.2530 -11.0025
C 11.8095 -6.7647 1.9309
C 11.0549 -6.8662 0.7625
C 9.7989 -6.2648 0.6881
C 9.3013 -5.5527 1.7799
C 10.0576 -5.4480 2.9469
C 11.3096 -6.0574 3.0245
H 12.7869 -7.2364 1.9897
H 11.4457 -7.4153 -0.0905
H 9.2083 -6.3498 -0.2200
H 8.3246 -5.0798 1.7204
H 9.6703 -4.8917 3.7970
H 11.8962 -5.9802 3.9358
C -8.4688 -7.5498 -3.8070
C -9.7671 -7.7354 -4.2809
C -10.0529 -8.7996 -5.1358
C -9.0411 -9.6847 -5.5092
C -7.7436 -9.5013 -5.0322
C -7.4559 -8.4317 -4.1847
H -8.2458 -6.7184 -3.1435
H -10.5569 -7.0496 -3.9844
H -11.0632 -8.9400 -5.5102
H -9.2646 -10.5169 -6.1714
H -6.9556 -10.1921 -5.3220
H -6.4438 -8.2858 -3.8177
C 2.5738 10.3283 0.1087
C 2.3151 10.7747 -1.1869
C 1.9194 12.0941 -1.4048
C 1.7918 12.9706 -0.3268
C 2.0542 12.5251 0.9684
C 2.4409 11.2032 1.1872
H 2.8789 9.2990 0.2784
H 2.4212 10.0936 -2.0275
H 1.7114 12.4398 -2.4137
H 1.4882 14.0002 -0.4968
H 1.9563 13.2087 1.8082
H 2.6399 10.8550 2.1969
```